Run P
ORCA calculation (wB97M-V/def2-TZVPD) on an isolated molecule of C6H7NO.

```
15
Properties=species:S:1:pos:R:3:nbo_charge:R:1
C 0.91 1.45 -0.09 -0.188
C -0.44 1.55 -0.20 -0.199
C -1.31 0.41 0.41 -0.095
N -1.85 -0.60 -0.42 -0.620
C -0.69 -1.03 0.26 -0.070
C 0.41 -0.63 -0.38 0.006
O 1.83 -1.18 -0.21 -0.489
C 1.34 0.13 0.46 -0.037
H 1.59 2.28 -0.04 0.213
H -0.69 2.47 -0.77 0.233
H -1.73 0.55 1.36 0.205
H -2.89 -1.04 -0.26 0.388
H -0.87 -1.45 1.43 0.221
H 0.27 -0.51 -1.47 0.241
H 1.22 0.05 1.60 0.191
```

Output
**SMILES**: C1=C[C@H]2N[C@H]2[C@@H]2O[C@@H]12
**Kohn-Sham gap**: 9.260 eV
**HOMO**: -8.63 eV
**Total charge**: 0

---

Run Q
ORCA calculation (wB97M-V/def2-TZVPD) on an isolated molecule of C6H7NO.

```
15
Properties=species:S:1:pos:R:3:nbo_charge:R:1
C -1.99 -0.58 0.46 -0.617
C -0.92 0.06 -0.36 -0.079
N -0.48 1.46 -0.03 -0.604
C 0.90 0.96 -0.05 0.056
C 2.23 0.90 0.30 0.055
O 2.55 -0.41 0.19 -0.432
C 1.49 -1.24 -0.26 0.077
C 0.52 -0.39 -0.35 -0.140
H -1.88 -0.21 1.61 0.225
H -3.13 -0.35 0.01 0.217
H -1.84 -1.77 0.52 0.229
H -1.53 0.08 -1.29 0.198
H -0.81 2.19 -0.71 0.379
H 3.12 1.56 0.39 0.220
H 1.77 -2.24 -0.43 0.218
```

Output
**SMILES**: C[C@H]1Nc2cocc21
**Kohn-Sham gap**: 9.178 eV
**HOMO**: -8.25 eV
**Total charge**: 0

---

Run R
ORCA calculation (wB97M-V/def2-TZVPD) on a structure of composition C6H7NO.

```
15
Properties=species:S:1:pos:R:3:nbo_charge:R:1
C 1.92 -1.26 0.11 -0.448
C -0.30 -0.12 -0.97 -0.201
C -1.74 -0.32 -0.77 -0.195
C -2.01 -0.09 0.52 -0.213
C -0.55 0.14 1.03 -0.144
C 0.19 1.16 -0.01 0.518
H 1.88 -1.46 1.33 0.251
H 1.79 -2.43 -0.40 0.233
H 2.60 -0.55 -0.53 0.261
H 0.30 -0.08 -1.88 0.239
H -2.75 -0.53 -1.27 0.249
H -2.83 0.36 1.02 0.232
H -0.32 0.45 2.00 0.222
N 0.36 -0.86 0.22 -0.366
O 1.47 1.65 -0.15 -0.638
```

Output
**Kohn-Sham gap**: 9.470 eV
**HOMO**: -9.04 eV
**Total charge**: 0

---

Winner for stability: run Q

---

Run P
ORCA calculation (wB97M-V/def2-TZVPD) on a cluster of 2 separate species, C6H11N2O in total.

```
20
Properties=species:S:1:pos:R:3:nbo_charge:R:1
C -1.66 -0.02 -1.97 -0.572
C -0.69 1.04 -1.62 0.258
C -1.53 -1.31 -1.33 0.207
C 0.86 -0.46 2.88 0.734
C 1.52 -1.03 3.84 -0.750
C 1.33 1.71 -0.68 -0.434
N -0.67 -1.55 -0.40 -0.621
N 0.35 0.66 -0.91 -0.435
O 0.45 0.17 1.99 -0.518
H -1.48 -0.14 -2.99 0.286
H -0.80 2.14 -1.95 0.237
H -2.31 -2.02 -1.50 0.211
H -2.71 0.36 -1.81 0.285
H 1.24 -0.72 4.81 0.274
H 1.88 -2.00 3.82 0.268
H 2.28 1.61 -1.12 0.238
H 0.89 2.60 -1.15 0.204
H 1.65 1.77 0.44 0.257
H 0.09 -0.32 -0.32 0.470
H -0.70 -2.48 -0.03 0.402
```

Output
**Kohn-Sham gap**: 8.426 eV
**HOMO**: -12.37 eV
**Total charge**: +1

---

Run Q
ORCA calculation (wB97M-V/def2-TZVPD) on the ion C6H11N2O with charge +1.

```
20
Properties=species:S:1:pos:R:3:nbo_charge:R:1
C 0.70 -1.84 -1.94 -0.613
C -0.48 -1.84 -0.98 -0.237
N -0.51 -0.70 -0.12 -0.313
C -0.83 0.57 -0.36 0.009
C -0.36 1.46 0.57 0.084
C -0.60 2.92 0.68 -0.645
N 0.46 0.81 1.48 -0.496
C 0.68 -0.46 1.25 0.725
O 1.17 -1.46 1.88 -0.609
H 0.69 -0.97 -2.58 0.216
H 0.65 -2.73 -2.56 0.239
H 1.64 -1.86 -1.39 0.215
H -0.46 -2.73 -0.35 0.226
H -1.42 -1.83 -1.54 0.234
H -1.43 0.84 -1.21 0.249
H -1.63 3.12 0.96 0.248
H 0.05 3.38 1.42 0.229
H -0.43 3.41 -0.28 0.252
H 0.92 1.34 2.22 0.454
H 1.17 -1.43 2.86 0.532
```

Output
**SMILES**: CC[n+]1cc(C)[nH]c1O
**Kohn-Sham gap (alpha / beta)**: 8.504 / 8.503 eV
**HOMO (alpha / beta)**: -12.45 / -12.45 eV
**Total charge**: +1

---

Run R
ORCA calculation (wB97M-V/def2-TZVPD) on the ion C6H11N2O with charge +1.

```
20
Properties=species:S:1:pos:R:3:nbo_charge:R:1
C -1.02 -2.37 -0.81 -0.441
N -0.51 -1.16 -0.21 -0.330
C 0.73 -1.17 -0.02 0.546
O 1.62 -0.45 0.63 -0.420
C 1.26 0.73 1.35 -0.111
C 1.28 1.86 0.14 -0.230
N 0.05 1.73 -0.67 -0.632
C -1.12 1.16 -0.15 0.060
C -1.38 -0.16 0.13 -0.180
H -0.31 -3.15 -1.15 0.248
H -1.79 -2.93 -0.34 0.249
H -1.37 -2.11 -1.79 0.236
H 1.16 -2.07 -0.44 0.202
H 2.14 0.96 1.99 0.239
H 0.29 0.70 1.89 0.221
H 1.53 2.87 0.61 0.229
H 2.01 1.50 -0.52 0.215
H -0.18 2.69 -1.09 0.415
H -2.06 1.77 -0.23 0.228
H -2.33 -0.38 0.68 0.257
```

Output
**SMILES**: C[N+]1=C/OCCN/C=C\1
**Kohn-Sham gap (alpha / beta)**: 9.191 / 9.192 eV
**HOMO (alpha / beta)**: -12.80 / -12.81 eV
**Total charge**: +1

---

Winner for stability: run Q

---

Run P
ORCA calculation (wB97M-V/def2-TZVPD) on an isolated molecule of C4H6O.

```
11
Properties=species:S:1:pos:R:3:nbo_charge:R:1
C -0.52 0.98 -0.01 -0.215
C 0.80 0.80 -0.06 -0.218
C 1.06 -0.66 0.02 -0.098
O -0.20 -1.32 -0.10 -0.521
C -1.22 -0.34 0.00 -0.099
H -1.05 1.93 -0.09 0.217
H 1.61 1.50 -0.07 0.220
H 1.54 -0.96 0.96 0.174
H 1.72 -1.01 -0.80 0.180
H -1.98 -0.43 -0.82 0.186
H -1.76 -0.50 0.98 0.174
```

Output
**SMILES**: C1=CCOC1
**Kohn-Sham gap**: 10.107 eV
**HOMO**: -8.99 eV
**Total charge**: 0

---

Run Q
ORCA calculation (wB97M-V/def2-TZVPD) on a cluster of 2 separate species, C4H6O in total.

```
11
Properties=species:S:1:pos:R:3:nbo_charge:R:1
C 0.15 0.39 -0.06 -0.081
C 0.23 1.49 -0.77 -0.370
C 0.60 -0.41 1.12 -0.476
C -0.43 -0.92 0.07 0.170
O -0.38 -1.93 -0.86 -0.705
H -0.34 1.68 -1.71 0.198
H 0.85 2.40 -0.63 0.207
H 1.55 -0.81 1.04 0.222
H 0.09 -0.33 2.13 0.240
H -1.88 -0.88 0.59 0.114
H 0.05 -1.69 -1.66 0.480
```

Output
**Kohn-Sham gap**: 10.134 eV
**HOMO**: -9.47 eV
**Total charge**: 0

---

Winner for stability: run P